C32H42ClN8O3Ti as an isolated structure. Source: OMol25; level of theory: ωB97M-V/def2-TZVPD.

XYZ file:
```
87
C32H42ClN8O3Ti ωB97M-V/def2-TZVPD
Ti -0.25927 -1.12819 -0.34324
N -0.38984 -1.54993 1.94316
C -1.67558 -1.28969 2.62312
C -1.97363 0.19916 2.65924
C -1.02027 0.99924 3.56496
C -0.42213 2.23646 2.91333
N 0.43818 1.88076 1.77742
H -0.16194 -2.53918 2.02459
H 0.37969 -1.08653 2.43419
H -1.67206 -1.69066 3.64240
H -2.46031 -1.81183 2.07427
H -2.99929 0.31664 3.01452
H -1.96573 0.59448 1.63700
H -0.20402 0.36058 3.91847
H -1.55787 1.31899 4.45913
H 0.19867 2.74799 3.65091
H -1.22528 2.93147 2.63788
H 0.95168 2.69910 1.46999
H -0.12322 1.61215 0.97258
N -1.43488 -4.25196 -1.01495
C -2.47770 -3.34164 -0.88177
C -3.76759 -3.85861 -1.08022
C -4.84682 -3.02187 -0.96585
C -4.63828 -1.67459 -0.66783
C -3.34948 -1.24505 -0.49274
N -2.27453 -2.06198 -0.58025
C -0.04998 -4.21362 -1.08530
C 0.56568 -5.39161 -1.54264
C 1.93036 -5.45903 -1.59690
C 2.68611 -4.34878 -1.20855
C 2.01736 -3.22970 -0.79774
N 0.66584 -3.14652 -0.72306
H -1.78387 -5.16261 -1.26677
H -3.90084 -4.90372 -1.32580
H -5.84652 -3.40577 -1.11653
H -5.45784 -0.97685 -0.58300
H -3.12543 -0.20613 -0.28928
H -0.04201 -6.23329 -1.84760
H 2.41403 -6.36175 -1.94367
H 3.76540 -4.36029 -1.23771
H 2.54707 -2.33361 -0.50827
C 3.80655 1.24629 -2.88538
N 3.66674 1.15623 -1.43386
C 4.76057 1.62563 -0.58701
C 2.65647 0.51477 -0.91222
N 1.76940 -0.03822 -0.41308
H 4.65377 0.64665 -3.22086
H 3.96642 2.28559 -3.17008
H 2.89906 0.88208 -3.36011
H 5.67761 1.08427 -0.82458
H 4.51033 1.46000 0.45831
H 4.91909 2.69128 -0.75201
N 2.39122 -0.49948 2.54135
C 3.52490 -0.58108 3.37037
C 3.69494 0.31038 4.42604
C 4.79146 0.19683 5.26646
C 5.73407 -0.80267 5.06859
C 5.56433 -1.69221 4.01715
C 4.46827 -1.58633 3.17453
H 1.97879 0.42910 2.47583
H 2.56091 -0.83227 1.60327
H 2.96168 1.09246 4.58747
H 4.90927 0.89749 6.08251
H 6.58754 -0.88823 5.72581
H 6.28849 -2.47894 3.85181
H 4.33462 -2.29301 2.36244
C -4.32950 3.20695 -1.12715
C -3.85146 3.86361 -2.39155
C -4.20638 5.16061 -2.72359
C -3.73814 5.74577 -3.89062
Cl -4.19301 7.38047 -4.26696
C -2.91595 5.04827 -4.75216
C -2.55697 3.74356 -4.43786
C -3.01693 3.16497 -3.26683
O -2.71698 1.88478 -2.89289
C -1.49435 1.33790 -3.31599
C -0.96464 0.45226 -2.20909
O -0.36575 -0.61803 -2.50123
O -1.12602 0.80675 -1.00723
H -4.93394 3.89521 -0.53910
H -3.48249 2.87047 -0.52749
H -4.93037 2.32430 -1.35251
H -4.84853 5.72947 -2.06418
H -2.56538 5.51278 -5.66265
H -1.93087 3.18152 -5.11862
H -0.75324 2.12416 -3.49676
H -1.60947 0.74557 -4.22577
```

2S+1: 3
electronic energy: -3217.96908 Eh
<S²>: 2.003
orbital gap (spin up / spin down): 0.246 / 0.285 Ha
E_LUMO (spin up / spin down): -0.0830 / -0.0864 Ha
net charge: +1
highest occupied orbital energy (spin up / spin down): -8.956 / -10.094 eV